No. 1
ORCA calculation (wB97M-V/def2-TZVPD) on a 3-piece molecular cluster, C3H12O2S2 overall.

## Properties
**E_LUMO**: 0.69 eV
**Highest occupied orbital energy**: -8.63 eV
**Largest force on an atom**: 0.80 eV/Å

ORCA input file:
```
! RIJCOSX wB97M-V def2-TZVPD def2/J DEFGRID3
* xyz 0 1
C 0.508 -1.442 -1.842
H 1.270 -0.074 -0.407
C 0.440 -0.102 -1.106
H 5.368 0.428 0.508
H -0.855 -0.613 0.527
H -0.338 -1.568 -2.539
S -1.037 1.761 0.367
H 0.610 0.705 -1.813
H -0.336 1.119 2.753
S 0.407 1.782 1.855
O 4.807 -0.351 0.633
H -1.754 -0.072 -0.884
H -5.670 0.452 1.734
H 0.505 -2.316 -1.177
H 1.399 -1.508 -2.481
O -4.852 0.940 1.584
C -0.842 0.084 -0.322
H -5.059 1.850 1.818
H 5.428 -1.074 0.791
*
```

No. 2
ORCA calculation (wB97M-V/def2-TZVPD) on one molecule with the formula C5H6O.

## Properties
**E_LUMO**: 0.42 eV
**Highest occupied orbital energy**: -8.70 eV
**Largest force on an atom**: 0.59 eV/Å

ORCA input file:
```
! RIJCOSX wB97M-V def2-TZVPD def2/J DEFGRID3
* xyz 0 1
H -1.263 -1.634 -0.651
H -1.355 0.920 -1.037
C 1.538 0.171 0.324
H 1.083 1.367 -0.742
O -0.060 -1.373 1.090
H -1.626 0.806 0.711
H 0.552 2.071 0.730
H 1.365 -1.998 -0.379
C -0.625 -0.920 -0.133
C -0.925 0.560 -0.095
C 0.843 -1.119 -0.006
C 0.474 1.149 0.187
*
```

No. 3
ORCA calculation (wB97M-V/def2-TZVPD) on one molecule with the formula C5H5N5O3 in a non-equilibrium geometry.

## Properties
**E_LUMO**: 0.55 eV
**Highest occupied orbital energy**: -9.29 eV
**Largest force on an atom**: 5.43 eV/Å

ORCA input file:
```
! RIJCOSX wB97M-V def2-TZVPD def2/J DEFGRID3
* xyz 0 1
O 0.319 0.674 2.603
H 1.210 -3.512 -1.148
N 0.091 -2.020 0.206
C -1.724 1.687 -0.044
H -0.352 2.204 -1.477
O -2.747 1.691 -0.664
H -2.116 0.587 1.705
C 1.672 -1.348 -1.193
N 0.002 -0.672 0.247
N -0.547 2.194 -0.555
O 1.470 0.997 -0.337
N 0.618 1.899 0.286
C 1.048 -2.428 -0.694
C 1.066 -0.265 -0.496
H 2.334 -1.426 -2.009
N -1.496 1.198 1.239
H -0.631 -2.484 0.708
C -0.218 1.024 1.624
*
```

No. 4
ORCA calculation (wB97M-V/def2-TZVPD) on C29H40BrClDyO4Si as an isolated structure in a non-equilibrium geometry.

## Properties
**E_LUMO (alpha / beta)**: -10.15 / -12.03 eV
**Highest occupied orbital energy (alpha / beta)**: -15.83 / -15.83 eV
**⟨S²⟩**: 9.782
**Largest force on an atom**: 4.80 eV/Å

ORCA input file:
```
! RIJCOSX wB97M-V def2-TZVPD def2/J DEFGRID3
* xyz 3 6
H -5.852 2.482 1.570
H 4.248 -1.199 -2.812
C 3.350 -1.771 -5.060
C 3.428 -2.034 2.176
C 3.217 -1.449 -2.564
H 7.231 -0.896 3.426
O 5.818 -2.237 -0.740
H 1.675 -2.383 -3.815
C 3.499 -2.345 -0.239
H -7.049 3.919 -3.897
H 5.816 1.215 0.740
C 3.157 -2.690 -1.655
H -1.458 -2.719 1.813
H -0.871 0.215 2.088
C 6.273 0.227 0.681
H -1.840 -0.430 0.740
C -2.238 2.561 -0.325
H 8.763 -1.212 2.663
H -1.696 3.364 -0.820
C 7.558 0.154 1.552
C -6.990 1.825 -3.459
H -3.358 -1.572 2.272
C -1.517 -0.616 1.770
H -1.728 2.376 0.627
C -4.146 4.882 0.166
H -3.723 5.300 1.078
H 8.396 0.170 0.862
C -2.715 -0.802 2.699
C -5.226 2.504 -1.417
C 2.415 -1.585 -3.874
C -5.580 1.169 -1.639
C 7.706 -1.053 2.461
Cl 7.707 1.661 2.490
C -4.552 0.771 1.830
H 1.903 -0.650 -4.079
H 3.842 -3.462 -2.007
H 1.469 -3.975 0.320
H -3.667 5.391 -0.668
H 7.333 -1.962 1.989
H -4.374 2.861 2.447
Si -4.078 3.013 -0.079
H 2.135 -3.068 -1.662
C -6.638 3.149 -3.262
H 2.821 -0.603 -1.999
C -3.641 0.372 3.026
H -3.042 1.220 3.385
C -4.782 2.290 1.605
Br 4.440 0.278 3.478
O 3.184 -2.562 3.218
C 4.926 -1.823 -0.070
H -2.105 1.636 -0.882
H -5.520 4.535 -2.125
H -5.527 0.339 2.030
H -7.684 1.559 -4.242
C 2.798 -2.467 0.884
H -6.722 -0.201 -2.802
O 3.811 -0.833 -5.640
O 3.683 -3.032 -5.405
C 4.403 -0.896 2.061
H -0.344 -2.792 -0.135
Dy -2.711 3.229 2.549
C 0.222 -2.216 0.592
C 1.441 -3.104 0.974
H 0.555 -1.282 0.136
H 1.320 -3.498 1.981
C -0.710 -1.926 1.785
H 6.576 0.094 -0.354
H -4.276 0.047 3.846
H -0.137 -1.986 2.710
H 3.276 -3.691 -4.835
C -5.764 3.489 -2.249
H -5.186 0.368 -1.027
C 5.187 -0.757 0.997
H -4.159 0.297 0.934
C -6.456 0.834 -2.648
H -5.203 5.154 0.181
H -2.320 -1.168 3.647
*
```